Formula: C29H63F3N2O19PS2
Source: the OMol25 dataset
Level of theory: ωB97M-V/def2-TZVPD

Kohn-Sham gap ... 5.23 eV
Total charge ... +1
Highest occupied orbital energy ... -0.3788 Ha
2S+1 ... 1

Structure (XYZ):
```
119
C29H63F3N2O19PS2, DFT ωB97M-V/def2-TZVPD
C -1.32053 -0.03132 1.16985
S -2.28419 -0.62497 -0.28920
O -1.85644 0.05773 -1.51205
O -2.14786 -2.06115 -0.50283
C -4.05073 -0.13197 0.06698
N -4.39144 1.19340 0.11613
C -5.77967 1.17617 0.44874
P -6.67938 2.79216 0.67334
O -6.93026 2.93596 2.14144
O -5.71097 4.09444 0.25700
O -8.05318 2.91296 -0.19923
C -6.19716 -0.19843 0.54033
S -7.89681 -0.78047 0.90230
O -8.02298 -0.81864 2.35046
O -8.90430 0.05273 0.26256
C -8.18484 -2.52063 0.21519
F -9.34639 -2.55668 -0.48351
F -8.31861 -3.34240 1.29673
F -7.12195 -2.95284 -0.54715
N -5.05119 -1.02177 0.30731
H -2.04184 0.20254 2.01400
H -0.79470 0.93315 0.93609
H -0.60849 -0.80511 1.55476
H -3.76834 1.98812 -0.05211
H -5.12032 4.17985 1.03948
H -8.76364 3.19460 0.42347
H -4.95315 -2.04187 0.31679
C -11.76106 -1.73314 10.14533
O -11.68116 -1.64118 8.73675
C -12.26818 -0.44301 8.24584
C -11.80003 -0.16839 6.82651
O -10.51256 0.44347 6.77142
C -9.40574 -0.41470 7.03831
C -9.09139 -1.35211 5.88359
O -9.95624 -2.48153 5.91406
C -9.97940 -3.16570 4.67932
H -12.80439 -1.71109 10.47652
H -11.31352 -2.67882 10.44999
H -11.20008 -0.91766 10.61415
H -11.99953 0.40210 8.89024
H -13.35700 -0.57513 8.25409
H -12.48347 0.56061 6.38291
H -11.83932 -1.06455 6.20521
H -9.54131 -0.95509 7.97646
H -8.55103 0.25389 7.16967
H -8.06072 -1.71981 5.98139
H -9.20003 -0.81552 4.93489
H -10.37575 -2.51424 3.89210
H -10.64106 -4.02552 4.78115
H -8.97642 -3.51611 4.41181
C 1.71226 6.49676 -1.04098
O 2.40119 5.45765 -0.37429
C 1.62952 4.89114 0.67316
C 2.19519 3.53844 1.07414
O 1.78717 2.48117 0.20570
C 2.43021 2.44542 -1.07157
C 3.86030 1.93885 -1.00068
O 4.73693 2.98646 -0.60376
C 5.97984 2.48558 -0.15052
H 1.45411 7.30037 -0.34358
H 2.36704 6.89681 -1.81419
H 0.80675 6.10886 -1.52065
H 0.58616 4.77290 0.35384
H 1.67257 5.57531 1.52957
H 1.78418 3.27992 2.05453
H 3.28055 3.56659 1.17907
H 2.36396 3.41141 -1.57394
H 1.85055 1.73182 -1.66337
H 4.17567 1.59863 -1.99565
H 3.92054 1.10459 -0.29295
H 5.83779 1.86530 0.74147
H 6.61117 3.33284 0.11630
H 6.47103 1.90813 -0.93742
C 5.67984 -2.29687 -7.67780
O 5.00837 -2.40005 -6.43752
C 5.84398 -2.03696 -5.34681
C 5.00505 -1.74515 -4.11378
O 4.44543 -0.43140 -4.11950
C 3.34001 -0.22968 -4.99853
C 2.05306 -0.85436 -4.48398
O 2.02158 -2.24297 -4.78526
C 1.06501 -2.93145 -4.00638
H 6.55917 -2.94879 -7.69773
H 4.99173 -2.60749 -8.46348
H 5.97601 -1.25960 -7.86708
H 6.43890 -1.15281 -5.60337
H 6.51493 -2.88054 -5.14303
H 5.66564 -1.77217 -3.24275
H 4.23601 -2.50275 -3.95556
H 3.57571 -0.55760 -6.01197
H 3.19634 0.85354 -5.03328
H 1.19497 -0.38547 -4.98388
H 1.97620 -0.69885 -3.40172
H 1.32272 -2.86757 -2.94318
H 1.07996 -3.98003 -4.30228
H 0.06198 -2.52658 -4.17676
C 7.71370 0.75235 -3.50911
O 8.91405 0.38789 -2.85723
C 8.75550 0.36690 -1.44636
C 9.88279 -0.41725 -0.79542
O 9.67604 -1.82707 -0.83464
C 9.88740 -2.45093 -2.10069
C 11.35874 -2.58182 -2.45839
O 11.84743 -1.35877 -2.99448
C 13.26011 -1.29919 -2.97375
H 7.38740 1.74800 -3.18928
H 7.89992 0.76995 -4.58295
H 6.93052 0.01643 -3.30619
H 7.79209 -0.08639 -1.18185
H 8.77828 1.40581 -1.09386
H 9.90139 -0.15909 0.26704
H 10.85627 -0.14790 -1.20808
H 9.31982 -1.95111 -2.88760
H 9.47708 -3.45840 -1.99463
H 11.47940 -3.35519 -3.22840
H 11.93009 -2.86109 -1.56685
H 13.62733 -1.33513 -1.94250
H 13.56462 -0.35071 -3.41531
H 13.69136 -2.11902 -3.55667
```

Atomic partial charges in e from the Mulliken method, atoms 1 to 4:
1. C -0.81
2. S 1.31
3. O -0.59
4. O -0.64

***

Formula: C29H63N3O4
Source: the OMol25 dataset
Level of theory: ωB97M-V/def2-TZVPD

Kohn-Sham gap ... 8.48 eV
Total charge ... 0
Highest occupied orbital energy ... -0.2950 Ha
2S+1 ... 1
Energy relative to the best compared isomer or geometry (same formula, charge and spin) ... 0.00 kJ/mol

Structure (XYZ):
```
99
C29H63N3O4, DFT ωB97M-V/def2-TZVPD
C 11.60944 20.92681 7.32354
C 10.44455 20.09634 7.83538
C 10.65087 18.68323 7.37719
C 10.36513 20.03947 9.34570
C 9.92433 21.43474 9.83788
C 8.50909 21.72596 9.32801
C 8.57344 21.80270 7.85198
C 7.13196 21.84070 7.44021
C 9.28707 23.07618 7.26991
N 9.13254 20.54667 7.32442
O 9.19437 20.59099 5.89674
H 11.88575 20.81533 6.27028
H 11.64375 22.01308 7.41393
H 12.48664 20.55795 7.90338
H 10.75978 18.59417 6.30283
H 11.57389 18.25344 7.78503
H 9.76661 18.13606 7.73137
H 9.46934 19.48243 9.65474
H 11.30555 19.65770 9.77861
H 9.74214 21.27128 10.91566
H 10.61323 22.24955 9.70188
H 8.14227 22.65600 9.76353
H 7.87360 20.89596 9.69350
H 6.71103 20.89396 7.72114
H 7.02284 21.87072 6.38275
H 6.58556 22.74606 7.76725
H 10.13948 23.46460 7.86653
H 8.54629 23.87446 7.34532
H 9.59860 22.91281 6.22595
H 8.79938 19.75645 5.60470
C 15.32037 16.62139 4.36853
C 15.92462 16.33789 5.78156
C 15.85777 14.84699 5.92441
C 17.36065 16.88505 5.78602
C 17.90668 16.91399 7.26427
C 16.97399 17.80114 8.10860
C 15.55970 17.19561 8.13617
C 15.48678 15.92501 8.96587
C 14.59816 18.27029 8.71818
N 15.10096 17.11493 6.72365
O 13.73215 16.77887 6.65135
H 15.96754 16.39126 3.51159
H 14.40022 16.07498 4.19941
H 15.10152 17.68953 4.36301
H 16.35893 14.47580 5.03047
H 16.30702 14.40116 6.78717
H 14.84451 14.48781 6.08807
H 18.00551 16.28452 5.18320
H 17.19576 17.88943 5.41460
H 17.98816 15.95083 7.80738
H 18.90637 17.34774 7.22624
H 16.96482 18.82959 7.69814
H 17.40629 17.88595 9.10094
H 14.58509 15.30716 8.73490
H 15.23485 16.27859 9.98351
H 16.33494 15.24394 8.87723
H 13.61360 17.82600 8.87301
H 14.56684 19.10888 7.99364
H 14.89845 18.65877 9.67733
H 13.68904 15.84600 6.93744
C 14.33947 9.40036 6.01596
C 13.37674 10.55423 5.85429
C 14.16863 11.65047 5.16432
C 12.13297 10.25264 5.09225
C 11.12960 9.39180 5.84874
C 10.73243 10.15796 7.10274
C 11.89072 10.37862 8.05817
C 11.41062 11.34741 9.13614
C 12.34944 9.09131 8.68201
N 12.92583 11.14505 7.19249
O 13.99059 11.52688 7.99006
H 13.80188 8.48552 6.33626
H 14.82908 9.14397 5.04554
H 15.12418 9.65808 6.72189
H 15.04520 11.82915 5.80215
H 14.55305 11.27949 4.21248
H 13.52282 12.52410 5.09291
H 11.69502 11.17297 4.73099
H 12.43220 9.72088 4.19206
H 10.32159 9.26337 5.13059
H 11.48448 8.38430 6.09230
H 9.90648 9.60652 7.60286
H 10.20544 11.08382 6.73494
H 12.30128 11.56757 9.69337
H 10.78021 10.81111 9.81950
H 10.86090 12.21395 8.74207
H 12.60211 8.27155 7.97622
H 11.58027 8.70237 9.36753
H 13.24386 9.14082 9.29998
H 14.37484 10.73968 8.41633
C 10.59360 15.06544 7.06361
C 11.75588 14.27326 6.44396
O 12.89852 14.23693 7.30422
H 10.77868 16.09749 7.28163
H 10.34157 14.52724 8.00251
H 9.76720 14.96824 6.34523
H 12.03112 14.78465 5.50211
H 11.42835 13.25958 6.21786
H 13.23734 13.33906 7.34819
```

Atomic partial charges in e from the Mulliken method, atoms 1 to 4:
1. C -1.52
2. C 2.17
3. C -1.99
4. C -1.11

***

Formula: C29H63N6O8PS
Source: the OMol25 dataset
Level of theory: ωB97M-V/def2-TZVPD

Kohn-Sham gap ... 7.47 eV
Total charge ... 0
Highest occupied orbital energy ... -0.3089 Ha
2S+1 ... 1

Structure (XYZ):
```
108
C29H63N6O8PS, DFT ωB97M-V/def2-TZVPD
C 0.48017 1.68482 -3.67893
C 1.50634 0.69698 -4.26359
P 2.27677 -0.29295 -2.89647
C 4.03732 -0.44848 -3.42481
C 1.66282 -1.98771 -3.30621
C 1.22873 -2.84146 -2.36018
C 1.08435 -2.50178 -0.90285
C 2.04923 -3.18798 0.11608
N 3.36442 -3.47957 -0.43726
N 2.27395 -2.20282 1.17436
N 1.46249 -4.43393 0.59662
C 0.90582 -4.23758 -2.80133
O 1.13617 -5.20181 -2.11212
C 0.33706 -4.40158 -4.18706
S -0.61811 -5.81786 -4.51562
C 0.68739 -3.51203 -5.11892
C 1.62351 -2.42729 -4.75167
O 2.30594 -1.89183 -5.59872
H 0.00986 1.24984 -2.79568
H 1.01177 2.57420 -3.32931
H -0.27553 1.98998 -4.40260
H 2.33129 1.21949 -4.75467
H 1.05418 0.05883 -5.02282
H 4.59436 0.39748 -3.01660
H 4.14245 -0.48750 -4.50647
H 4.45790 -1.36876 -3.01091
H 0.06314 -2.73654 -0.58235
H 1.23922 -1.42662 -0.82684
H 3.28393 -4.10507 -1.23243
H 3.79262 -2.61788 -0.76198
H 1.43047 -2.11078 1.73398
H 2.99658 -2.57467 1.78522
H 2.11876 -5.20126 0.55627
H 1.14592 -4.30004 1.54933
H -0.44074 -6.32243 -3.28742
H 0.41201 -3.60408 -6.16266
C -6.53330 0.93063 -0.11015
O -5.61682 1.27775 0.90536
C -4.94453 0.17228 1.49316
C -3.45443 0.28249 1.26494
N -3.14095 0.14312 -0.14572
C -1.73938 0.35014 -0.48501
C -1.14874 1.73536 -0.25423
O -1.70419 2.74167 -1.07780
C -2.85686 3.38331 -0.57215
H -7.00034 1.85398 -0.44749
H -6.04338 0.44488 -0.96133
H -7.31227 0.25860 0.26568
H -5.31819 -0.76364 1.06554
H -5.15197 0.16970 2.56739
H -2.95543 -0.52148 1.81501
H -3.11700 1.23518 1.69982
H -3.71440 0.79053 -0.67340
H -1.61030 0.10187 -1.54192
H -1.13787 -0.36737 0.08431
H -0.08574 1.68021 -0.50648
H -1.21441 2.03538 0.79953
H -2.83383 3.43979 0.52095
H -3.78355 2.88183 -0.86796
H -2.87171 4.39559 -0.97605
C -0.89395 -7.99222 6.36650
O -1.89762 -7.04533 6.06911
C -2.09503 -6.06156 7.07626
C -1.81897 -4.68349 6.51959
N -0.41277 -4.54521 6.17985
C -0.05900 -3.30098 5.51550
C -0.66118 -3.04565 4.13993
O -0.22071 -3.96173 3.15336
C -1.00887 -5.12960 2.98641
H -0.86950 -8.70112 5.54104
H 0.09380 -7.52956 6.47138
H -1.11686 -8.53555 7.29080
H -1.43620 -6.25949 7.92734
H -3.13152 -6.11646 7.42029
H -2.07472 -3.93676 7.27786
H -2.49468 -4.52758 5.66556
H -0.13861 -5.32815 5.59809
H 1.02875 -3.26804 5.41715
H -0.34472 -2.46832 6.16788
H -0.33668 -2.05455 3.81016
H -1.75749 -3.03763 4.16599
H -2.06021 -4.92634 3.20754
H -0.67524 -5.95181 3.62487
H -0.91669 -5.43337 1.94385
C 2.19082 9.77287 -3.38608
O 2.77933 9.18038 -2.24903
C 1.93549 9.13867 -1.10504
C 1.68578 7.70725 -0.68883
N 0.91044 7.00950 -1.69974
C 0.71658 5.58697 -1.45195
C 1.95249 4.69620 -1.44053
O 2.59189 4.59060 -2.69742
C 3.57484 5.56457 -2.98227
H 2.94456 9.77490 -4.17135
H 1.31219 9.21832 -3.73407
H 1.88643 10.80621 -3.18762
H 0.98448 9.63406 -1.32435
H 2.42712 9.67751 -0.29022
H 1.12309 7.70646 0.25028
H 2.66191 7.24269 -0.48469
H 1.35955 7.13551 -2.59903
H 0.03381 5.19810 -2.21078
H 0.21106 5.47162 -0.48662
H 1.61834 3.68676 -1.18381
H 2.67657 5.00150 -0.67479
H 4.08692 5.89084 -2.07173
H 3.16172 6.44844 -3.47768
H 4.30404 5.10806 -3.65131
```

Atomic partial charges in e from the Mulliken method, atoms 1 to 4:
1. C -0.05
2. C -0.88
3. P 0.44
4. C -1.53

***

Formula: C29H64N3O17Si
Source: the OMol25 dataset
Level of theory: ωB97M-V/def2-TZVPD

Kohn-Sham gap ... 9.13 eV
Total charge ... +1
Highest occupied orbital energy ... -0.4445 Ha
2S+1 ... 1

Structure (XYZ):
```
114
C29H64N3O17Si, DFT ωB97M-V/def2-TZVPD
C 4.91329 2.79601 0.14696
Si 3.22561 2.20502 -0.48712
C 3.31253 0.28913 -0.55276
C 2.79450 2.77750 -2.24421
O 2.03588 2.56495 0.70206
C 1.56974 3.90011 0.66960
C 0.08754 3.84572 1.19208
C -0.89915 3.20021 0.15806
N -2.03775 4.16394 -0.04160
C -3.33358 3.52829 -0.41999
C -3.00215 2.22509 -1.24354
N -2.50931 1.22881 -0.26200
C -1.33908 1.73072 0.48867
N -1.59010 1.47790 1.91381
O -0.22067 0.93444 0.07780
H 5.29800 1.99331 0.81957
H 4.86907 3.70793 0.78533
H 5.64666 2.91716 -0.67917
H 2.49053 -0.03162 -1.22393
H 4.31699 -0.04237 -0.87049
H 3.05814 -0.07999 0.46836
H 3.52580 2.35254 -2.96477
H 1.74513 2.53879 -2.52975
H 2.90804 3.88710 -2.33460
H 2.16994 4.53234 1.36695
H 1.62822 4.39419 -0.32539
H -0.19847 4.88842 1.47176
H 0.14735 3.28862 2.14905
H -0.35652 3.15066 -0.81163
H -2.19792 4.77671 0.76431
H -1.75567 4.79624 -0.79626
H -3.97996 4.16561 -1.05530
H -3.86232 3.21821 0.50253
H -3.96368 1.84726 -1.63409
H -2.27011 2.41317 -2.05277
H -3.27008 1.18472 0.42094
H -0.66528 1.38188 2.33669
H -1.96630 0.52693 1.95060
H -0.19412 0.14515 0.62114
C 2.04206 -1.88465 -4.20482
C 1.15347 -3.07547 -3.90995
O 1.86842 -4.30700 -4.04143
C 2.66589 -4.59404 -3.01261
O 2.81482 -3.91634 -2.03012
O 3.28329 -5.74497 -3.27175
C 4.24314 -6.12330 -2.28214
H 2.51512 -1.98760 -5.18312
H 1.46216 -0.96020 -4.18763
H 2.84298 -1.80126 -3.46859
H 0.33884 -3.11374 -4.63304
H 0.70278 -3.00161 -2.91834
H 3.80476 -6.12893 -1.28465
H 5.10058 -5.45031 -2.31885
H 4.58214 -7.13012 -2.51538
C 10.69911 -4.02796 -1.61282
C 10.39989 -2.70201 -2.28297
O 10.03408 -2.88365 -3.65713
C 8.78649 -3.30124 -3.86509
O 7.96158 -3.52157 -3.01748
O 8.61837 -3.45337 -5.18120
C 7.34634 -3.98727 -5.54126
H 11.44852 -4.58252 -2.18032
H 11.06658 -3.87151 -0.59796
H 9.80739 -4.65367 -1.56179
H 11.29687 -2.08301 -2.28479
H 9.62486 -2.14793 -1.75068
H 6.53466 -3.40690 -5.10329
H 7.28067 -5.03048 -5.23110
H 7.26148 -3.93878 -6.62463
C -6.51088 8.48196 2.21015
C -7.33947 7.23617 2.45012
O -6.55831 6.04441 2.26000
C -5.74376 5.73018 3.26617
O -5.61522 6.33392 4.29211
O -5.06939 4.62381 2.92091
C -4.08641 4.22574 3.88196
H -6.03421 8.44140 1.22841
H -7.13446 9.37430 2.26457
H -5.71505 8.57477 2.95020
H -8.14934 7.18993 1.72258
H -7.79461 7.24054 3.44133
H -4.51978 4.13041 4.87601
H -3.26242 4.94141 3.89230
H -3.70233 3.25341 3.57479
C -7.35023 -2.85326 1.28448
C -7.49199 -1.85149 0.15622
O -8.21447 -0.68653 0.58077
C -7.51922 0.18716 1.30316
O -6.35763 0.09356 1.61050
O -8.33581 1.18658 1.64069
C -7.73324 2.15149 2.50066
H -8.32706 -3.09237 1.70803
H -6.88428 -3.77184 0.92643
H -6.73920 -2.45202 2.09386
H -8.07273 -2.29281 -0.65324
H -6.52159 -1.57058 -0.25714
H -6.79712 2.52167 2.08357
H -7.56734 1.72014 3.48834
H -8.42370 2.98650 2.59730
C 2.26407 -3.97295 1.44464
C 1.02716 -4.55764 0.79421
O 0.47716 -5.61881 1.58608
C -0.22909 -5.22916 2.64616
O -0.44820 -4.09267 2.97470
O -0.64038 -6.32142 3.29170
C -1.34075 -6.04821 4.50522
H 2.98971 -4.75891 1.66175
H 2.72703 -3.23276 0.79091
H 2.02034 -3.49117 2.39287
H 1.29568 -4.99473 -0.16647
H 0.27291 -3.79206 0.60201
H -2.16518 -5.35577 4.33931
H -0.65267 -5.65087 5.25167
H -1.74468 -6.99071 4.86803
```

Atomic partial charges in e from the Mulliken method, atoms 1 to 4:
1. C -1.11
2. Si 0.65
3. C -0.90
4. C -1.13

***

Computed LUMO energy (eV) in order:
-5.0751; 0.4501; -0.9315; -2.9679